Entry 1:
ORCA calculation (the ωB97M-V functional and the def2-TZVPD basis) on C42H52BFIrN3O2P2S as an isolated structure.

Positions of all 105 atoms, in Å:
Ir1 -0.0658 -0.4459 0.1844
S1 4.6199 5.3222 0.7895
P1 0.6624 1.7576 -0.0147
P2 2.4686 -0.2614 -0.0205
F1 -0.2893 -0.8949 2.1400
O1 -2.9700 -1.5890 -0.0100
O2 -2.6078 0.0700 -1.5684
N1 0.4955 -3.2336 0.5006
N2 -0.1554 -6.0094 0.7579
N3 2.3303 1.4221 0.0644
C1 4.0501 3.0527 -0.7534
C2 5.1142 4.6571 2.3914
C3 4.0104 -2.6046 2.9324
C4 1.2722 2.3095 -2.6915
C5 0.5349 4.4095 0.8831
C6 0.6404 -5.5273 -0.4279
C7 3.6742 -2.0932 1.6886
C8 3.4019 2.3562 0.4344
C9 4.3848 -0.9847 -3.5132
C10 0.1087 -5.1725 1.9874
C11 5.1663 3.9998 -0.3286
C12 -3.8934 -0.1646 -1.4778
C13 -8.7405 -0.1436 -0.3194
C14 -8.0487 -2.3691 0.5635
C15 0.9673 2.7760 -3.9627
C16 2.8417 -0.0903 2.7344
C17 -1.1833 3.5123 -3.1796
C18 5.1307 -0.5805 -0.8617
C19 -4.9453 0.4387 -2.1712
C20 -7.9077 -1.4020 -0.6111
C21 3.4114 -0.8268 -2.5384
C22 -4.1313 -1.1886 -0.5098
C23 -0.0867 4.9671 3.1353
C24 3.7794 -0.6157 -1.2097
C25 5.7268 -0.9385 -3.1622
C26 3.7652 -1.8585 4.0783
C27 3.1853 -0.6026 3.9764
C28 0.3501 2.4457 -1.6582
C29 -6.4629 -1.0157 -0.8622
C30 -5.4063 -1.6180 -0.1952
C31 0.2998 -4.0602 -0.6712
C32 6.0997 -0.7409 -1.8388
C33 -8.4321 -2.0852 -1.8891
C34 -0.1065 2.6693 2.4389
C35 -0.2263 -3.7249 1.6619
C36 -0.8850 3.0435 -1.9123
C37 0.3333 5.3594 1.8706
C38 -0.2575 3.3773 -4.2078
C39 -6.1988 -0.0037 -1.8567
C40 -0.3078 3.6259 3.4214
C41 0.3178 3.0616 1.1677
C42 3.0888 -0.8298 1.5817
B1 -1.9131 -0.7588 -0.5742
H1 -5.5594 -2.3763 0.5567
H2 4.4906 -3.5717 3.0075
H3 -9.4685 -2.3851 -1.7327
H4 3.9135 -2.6596 0.7931
H5 2.2371 1.8572 -2.5035
H6 5.9832 3.4564 0.1513
H7 0.9029 -3.6845 -1.4979
H8 -7.5791 -3.3323 0.3573
H9 0.8651 4.7140 -0.1028
H10 -2.1330 3.9956 -3.3675
H11 -0.2446 5.7135 3.9025
H12 4.1502 1.8019 1.0100
H13 5.5865 4.4896 -1.2063
H14 5.4223 -0.4255 0.1701
H15 0.0404 -6.9938 0.9434
H16 -9.1056 -2.5586 0.7462
H17 2.9977 -0.0181 4.8670
H18 -9.7649 -0.4434 -0.0999
H19 -7.8509 -2.9773 -2.1252
H20 -0.7477 -3.9708 -0.9813
H21 -8.7817 0.5434 -1.1637
H22 0.5099 6.4045 1.6563
H23 -7.6252 -1.9576 1.4813
H24 4.9284 5.4392 3.1254
H25 4.4477 2.2997 -1.4428
H26 1.4798 -3.1136 0.7198
H27 -8.3549 0.3948 0.5473
H28 3.2894 3.6173 -1.2978
H29 6.1783 4.4266 2.3997
H30 -0.2813 1.6175 2.6466
H31 -8.4081 -1.4182 -2.7511
H32 2.3672 0.8815 2.6668
H33 -0.4903 3.7488 -5.1967
H34 7.1469 -0.7101 -1.5696
H35 -0.4904 -5.5801 2.8000
H36 1.6936 2.6798 -4.7590
H37 -0.0095 -3.0827 2.5137
H38 -7.0480 0.4166 -2.3759
H39 1.1664 -5.2987 2.2200
H40 4.0989 -1.1448 -4.5441
H41 1.6895 -5.6562 -0.1614
H42 0.4026 -6.1699 -1.2743
H43 6.4870 -1.0604 -3.9221
H44 -0.6414 3.3290 4.4064
H45 -1.2998 -3.6196 1.4678
H46 -1.6069 3.1577 -1.1112
H47 4.0379 -2.2516 5.0483
H48 2.9752 3.1058 1.1059
H49 2.3601 -0.8593 -2.8050
H50 4.5419 3.7742 2.6754
H51 -1.1511 -5.9457 0.5318
H52 -4.7581 1.2019 -2.9124

Its charge is +2. The multiplicity is 5. The LUMO energy (spin up / spin down) is -4.584 / -7.672 eV.

Entry 2:
ORCA calculation (the ωB97M-V functional and the def2-TZVPD basis) on C9H21HoINO5P2 as an isolated structure in a non-equilibrium geometry.

Positions of all 40 atoms, in Å:
Ho1 -0.6785 -0.4727 0.2042
I1 2.2285 3.0430 -1.2531
P1 -0.7535 -1.3431 -2.0100
P2 -0.6307 0.3889 2.4225
O1 -2.1426 -1.9019 0.8045
O2 -2.7044 -3.9206 1.6230
O3 -0.0354 -3.3585 1.3128
O4 -4.2273 -2.4754 1.0764
O5 5.1499 2.2785 -1.0370
N1 -3.0455 -2.8266 1.1920
C1 4.4454 3.2128 -1.3822
C2 0.5901 1.7114 2.5344
C3 -2.2111 1.1725 2.8178
C4 -0.1950 -2.4031 0.9445
C5 0.4375 -0.4717 -3.0462
C6 4.8768 4.5397 -1.9137
C7 -0.2819 -0.7163 3.7974
C8 -2.3646 -1.0024 -2.7561
C9 -0.4534 -3.0943 -2.2866
H1 -1.0329 -1.5154 3.8460
H2 -3.1462 -1.5800 -2.2467
H3 0.2863 0.6102 -2.9432
H4 0.3006 -0.7730 -4.0891
H5 -2.3372 -1.2735 -3.8160
H6 -0.2950 -0.1469 4.7321
H7 -3.0044 0.4162 2.8721
H8 4.4859 5.3264 -1.2637
H9 -0.5245 -3.3090 -3.3576
H10 4.4454 4.6804 -2.9078
H11 -1.1904 -3.6995 -1.7430
H12 0.5073 2.2005 3.5095
H13 0.5444 -3.3707 -1.9243
H14 0.7019 -1.1842 3.6688
H15 -2.5958 0.0649 -2.6469
H16 1.6001 1.3013 2.4115
H17 -2.4684 1.8883 2.0267
H18 1.4592 -0.7087 -2.7246
H19 -2.1283 1.6896 3.7787
H20 0.4132 2.4381 1.7316
H21 5.9748 4.5849 -1.9588

Its charge is +2. The multiplicity is 5. The LUMO energy (spin up / spin down) is -8.615 / -8.402 eV.

Entry 3:
ORCA calculation (the ωB97M-V functional and the def2-TZVPD basis) on one molecule with the formula CH3NO3 in a non-equilibrium geometry.

Positions of all 8 atoms, in Å:
O1 -3.6310 0.4900 0.4316
O2 -1.3985 0.6337 -0.2064
O3 -3.3336 -0.7142 -0.2429
N1 -2.4021 -0.0775 0.5853
C1 -0.1078 -0.1203 -0.1838
H1 0.2040 -0.1505 0.8097
H2 0.5738 0.4434 -0.7484
H3 -0.2517 -1.0867 -0.5523

The SMILES is COn1oo1. The multiplicity is 1. The LUMO energy is 1.006 eV.

Entry 4:
ORCA calculation (the ωB97M-V functional and the def2-TZVPD basis) on one molecule with the formula C4H7N3.

Positions of all 14 atoms, in Å:
N1 -0.5552 -1.2497 -0.4662
N2 1.4444 -0.0853 -0.9333
N3 1.8754 1.1758 -0.7084
C1 -0.1199 1.1399 0.1707
C2 0.9811 1.9345 -0.0455
C3 0.2297 -0.1095 -0.4026
C4 -1.4740 -1.5453 0.6177
H1 -0.0384 -2.0454 -0.8096
H2 2.7982 1.4301 -1.0132
H3 -2.5100 -1.6110 0.2649
H4 1.1829 2.9668 0.2113
H5 -1.4223 -0.7619 1.3788
H6 -1.2197 -2.4918 1.1111
H7 -1.0534 1.4129 0.6362

The SMILES is CNc1cc[nH]n1. The multiplicity is 1. The LUMO energy is 1.118 eV.

Entry 5:
ORCA calculation (the ωB97M-V functional and the def2-TZVPD basis) on one molecule with the formula C25H29N3O6.

Positions of all 63 atoms, in Å:
O1 1.5084 1.1616 2.5981
O2 3.6713 -0.5442 1.8024
O3 -1.8997 -2.8774 -0.1671
O4 3.2426 -2.7029 0.5208
O5 -3.4385 2.6381 -0.3600
O6 -5.1579 -1.5978 -0.4931
N1 1.9460 -0.3448 -2.2317
N2 -4.1430 0.7407 0.6591
N3 -2.2414 -0.7132 -0.5667
C1 -5.5164 1.1327 0.8494
C2 4.1752 2.3817 -1.1328
C3 2.6513 -1.4424 -2.8257
C4 3.8703 1.1616 -1.6981
C5 1.5117 1.6252 -1.2304
C6 -6.3900 -1.1186 0.0172
C7 -1.4972 -1.7299 -0.0506
C8 0.4583 2.0751 2.8075
C9 -0.0005 -0.2781 1.3728
C10 -2.0831 0.6862 -0.5604
C11 2.3674 -0.7503 1.4794
C12 -3.2813 1.4566 -0.1079
C13 0.8635 -2.2577 0.3211
C14 1.8481 2.8538 -0.6679
C15 4.1289 0.7358 2.1790
C16 0.6082 -0.2730 -2.0151
C17 0.2759 0.9149 -1.4026
C18 2.1343 -1.9421 0.7623
C19 1.2711 0.0590 1.8210
C20 -0.1974 -1.3968 0.5801
C21 2.5324 0.7919 -1.7430
C22 3.1762 3.2180 -0.6273
C23 3.0481 -4.0167 0.0555
C24 -6.4432 0.4024 -0.1311
C25 -0.9975 1.3850 -0.9463
H1 2.3667 -4.5750 0.7043
H2 4.0318 -4.4837 0.0760
H3 -6.4968 -1.3956 1.0759
H4 -5.8116 0.9125 1.8804
H5 -7.4686 0.7342 0.0334
H6 3.1611 -1.1234 -3.7388
H7 5.2058 2.6996 -1.0761
H8 3.3968 -1.8307 -2.1279
H9 2.6627 -4.0369 -0.9698
H10 5.2162 0.6590 2.1689
H11 4.6450 0.5165 -2.0830
H12 0.9096 2.9173 3.3303
H13 -1.0890 2.4582 -0.8314
H14 -7.2227 -1.5660 -0.5421
H15 -0.3317 1.6467 3.4328
H16 -0.8444 0.3324 1.6437
H17 1.9449 -2.2325 -3.0742
H18 -3.1339 -1.0349 -0.9368
H19 -5.5719 2.2104 0.6808
H20 1.0848 3.5096 -0.2766
H21 -6.1526 0.6585 -1.1511
H22 -3.9685 -0.2493 0.7530
H23 3.7914 1.0084 3.1809
H24 0.6670 -3.1488 -0.2519
H25 3.4580 4.1668 -0.1945
H26 -5.1121 -2.5560 -0.4031
H27 3.8115 1.5010 1.4671
H28 -0.0404 -1.0615 -2.3458
H29 0.0287 2.4197 1.8628

The SMILES is COc1cc(C(=O)N/C(=C\c2cn(C)c3ccccc23)C(=O)NCCCO)cc(OC)c1OC. The multiplicity is 1. The LUMO energy is 0.483 eV.

Entry 6:
ORCA calculation (the ωB97M-V functional and the def2-TZVPD basis) on a 2-piece molecular cluster, C3H3NS overall in a non-equilibrium geometry.

Positions of all 8 atoms, in Å:
S1 0.9950 -1.8973 -1.2566
N1 -0.0626 0.5275 -2.0290
C1 -0.5081 0.6189 1.7670
C2 0.5114 -0.4682 -1.6193
C3 -0.1222 -0.5641 1.3484
H1 -1.2900 1.4228 1.9958
H2 0.6729 -0.8841 1.1663
H3 -0.1962 1.2444 -1.3727

The SMILES is N=C=S.C#C. The multiplicity is 1. The LUMO energy is 0.356 eV.

Energy relative to the best compared isomer or geometry (same formula, charge and spin) list, top to bottom, in eV: 0.0730, 2.9571, 6.6439, 0.4978, 1.8613, 3.9202